Density functional theory data (the ωB97M-V functional and the def2-TZVPD basis) for a molecular structure, C34H31BrCl2ErN4O2P in a non-equilibrium geometry.

Values from the calculation:
Spin multiplicity = 4
HOMO-LUMO gap (alpha / beta) = 7.79 / 7.83 eV
Highest occupied orbital energy (alpha / beta) = -13.20 / -13.20 eV
Energy = -177803.9085 eV
E_LUMO (alpha / beta) = -5.4 / -5.4 eV
<S²> = 3.75
Net charge = +2

Geometry as XYZ:
```
76
Properties=species:S:1:pos:R:3:forces:R:3
Er 0.738860 -0.222993 0.106469 -0.3718 1.0886 -1.3850
O 1.705458 -2.157994 -1.458058 -0.3760 -0.0777 0.3354
C 1.641462 -3.541453 -1.210480 0.1486 0.1598 -0.0433
C 2.356999 -4.399658 -2.014441 0.1742 -0.1219 -0.0794
C 2.311505 -5.767017 -1.762348 -0.0035 -0.0279 -0.0160
C 1.552028 -6.258500 -0.712985 -0.0145 0.0256 0.0414
C 0.832210 -5.372162 0.081880 0.0629 -0.0719 0.1065
C 0.871813 -4.005970 -0.153251 -0.0575 -0.0214 -0.0811
C 0.008534 -3.044079 0.608287 -0.1305 0.2665 -0.1313
O 0.693615 -1.937810 1.073316 -0.3680 -1.6472 0.5809
N -1.038972 -2.595275 -0.373170 0.0915 0.2919 0.0949
N -1.429514 -1.286056 -0.304418 0.6086 -0.3957 0.1217
C -2.605467 -0.947177 -0.659135 -0.4013 0.2322 -0.2598
C -3.003654 0.451191 -0.780764 0.5782 -0.4943 0.0593
Br -1.554645 1.668516 -0.958752 0.4577 0.0484 0.0975
C -4.224941 0.966039 -0.775388 -0.7606 0.0477 -0.0171
C -5.476871 0.227474 -0.559712 0.1764 0.0625 -0.0906
C -6.634299 0.715351 -1.168846 -0.0817 0.1070 -0.0323
C -7.839779 0.050910 -1.020876 -0.0322 -0.0173 -0.0037
C -7.905949 -1.102032 -0.246952 -0.0123 -0.0221 -0.0083
C -6.765196 -1.582917 0.385488 0.0394 -0.0057 -0.0122
C -5.554407 -0.923592 0.228851 -0.0162 -0.0672 0.1612
H 2.188258 -2.042281 -2.280850 0.0540 0.1138 -0.1993
H 2.957405 -4.014001 -2.836473 -0.0693 -0.0514 0.0745
H 2.875612 -6.442996 -2.392579 -0.0329 0.0321 0.0279
H 1.517129 -7.323259 -0.514185 0.0002 0.1087 -0.0178
H 0.234076 -5.744915 0.910306 0.0559 0.0390 -0.1233
H -0.489626 -3.564612 1.424940 -0.0574 -0.0738 0.2580
H -1.773324 -3.268582 -0.542672 -0.1932 -0.0714 -0.0142
H -3.343472 -1.701805 -0.928654 -0.0144 0.0617 0.0251
H -4.321435 2.032946 -0.961421 -0.0483 -0.1039 0.0052
H -6.584292 1.619686 -1.768125 -0.0070 -0.0839 0.0565
H -8.730860 0.436487 -1.502877 0.0772 -0.0451 0.0388
H -8.851159 -1.619904 -0.126866 0.0896 0.0539 0.0038
H -6.821857 -2.467250 1.010367 -0.0015 0.0797 -0.0512
H -4.677721 -1.280793 0.765258 -0.1841 0.0710 -0.0219
N 1.360252 1.930045 2.793305 -0.0743 -0.1918 0.0038
P 0.325192 0.565863 2.734985 0.0026 0.3917 0.6284
C -1.273419 1.130292 3.360134 -0.0746 -0.0409 -0.0335
C -2.429636 0.840456 2.640725 -0.0325 0.0600 0.0559
C -3.669810 1.275812 3.097956 0.0596 -0.0245 -0.0171
C -3.746984 2.006782 4.273716 0.0039 0.0096 0.0180
C -2.594347 2.292197 5.002678 -0.0180 0.0065 0.0020
C -1.362466 1.849712 4.553142 -0.0234 0.0026 0.0612
C 0.993308 -0.429472 4.094297 0.0011 -0.0610 -0.0500
C 2.331666 -0.353591 4.478675 -0.0062 -0.0263 0.0440
C 2.808675 -1.161621 5.504863 -0.0083 0.0229 -0.0584
C 1.958194 -2.054472 6.139069 -0.0162 -0.0168 0.0291
C 0.625681 -2.141048 5.751937 -0.0002 0.0160 -0.0313
C 0.142093 -1.332716 4.734538 0.0124 -0.0131 -0.0164
C 1.609992 2.721330 1.695531 -0.0581 -0.0245 -0.0756
C 2.117336 4.014732 1.867706 0.0327 0.1167 0.1044
C 2.314122 4.804416 0.765422 0.0566 0.1450 -0.0566
C 1.997724 4.309896 -0.505751 0.0394 0.1493 0.0145
C 1.534860 3.028962 -0.586027 -0.0585 -0.1354 0.0239
N 1.357828 2.213702 0.481577 0.0131 0.0167 0.0863
H 1.543212 2.356244 3.688155 0.0444 0.1127 0.0900
H -2.362494 0.265409 1.725522 -0.0134 0.0010 0.0168
H -4.570805 1.045372 2.539372 0.0685 0.0067 0.0247
H -4.708919 2.352659 4.632886 0.0544 -0.0199 -0.0178
H -2.662191 2.853339 5.926952 -0.0034 -0.0345 -0.0553
H -0.474815 2.051498 5.146121 -0.0496 -0.0108 -0.0463
H 3.005060 0.344577 3.996163 -0.0170 -0.0013 0.0177
H 3.845191 -1.088419 5.810754 -0.0500 0.0070 -0.0184
H 2.330455 -2.677910 6.943784 -0.0302 0.0387 -0.0660
H -0.040412 -2.833273 6.251856 0.0254 0.0332 -0.0211
H -0.904037 -1.394320 4.451460 0.0552 0.0135 0.0224
H 2.325531 4.380161 2.867374 -0.0139 -0.0267 -0.0979
H 2.698991 5.811106 0.881963 -0.0319 -0.0676 -0.0094
H 2.111449 4.910572 -1.399140 -0.0042 -0.0483 0.0980
H 1.284772 2.610224 -1.554720 0.0036 -0.0264 0.0012
Cl 3.095801 0.422997 -1.525131 0.3966 0.1163 -0.2464
C 4.227048 -0.123431 -0.250480 -0.2445 0.0088 0.0488
Cl 3.322729 -0.513060 1.224938 0.4115 -0.0132 0.1030
H 4.914974 0.681031 -0.047815 0.1007 0.1691 0.0152
H 4.722072 -1.018271 -0.591679 0.0665 -0.1517 -0.0925
```
Forces are in eV/Å.

Löwdin atomic charge list, values in e, 5 entries: 1.03, -0.10, -0.23, 0.00, -0.05

---

Density functional theory data (the ωB97M-V functional and the def2-TZVPD basis) for C2H3F3S in the gas phase in a non-equilibrium geometry.

Values from the calculation:
HOMO-LUMO gap = 10.79 eV
Structure (SMILES) = FC(F)[C@@H](F)S
Highest occupied orbital energy = -9.99 eV
Energy = -21109.5173 eV
E_LUMO = 0.8 eV

Geometry as XYZ:
```
9
Properties=species:S:1:pos:R:3:forces:R:3
F 0.115020 1.634213 -0.913929 0.7644 0.2617 0.0747
C 0.805996 0.613770 -0.337135 0.0961 0.2125 0.8174
F 1.680799 0.127142 -1.222598 0.8122 0.2135 -0.3414
C -0.145702 -0.454942 0.025529 -2.4767 -2.0217 -2.4503
F 0.429532 -1.219977 0.945296 1.3090 -1.3666 1.7433
S -1.573389 0.358502 0.708954 0.5335 2.7374 -0.4195
H 1.291417 0.871930 0.658409 -0.1195 0.4705 -1.4611
H -0.425300 -1.229230 -0.836714 0.5393 2.1189 1.3376
H -2.178373 -0.701408 0.972187 -1.4582 -2.6262 0.6993
```
Forces are in eV/Å.

Löwdin atomic charge list, values in e, 5 entries: 0.02, -0.47, 0.09, -0.69, -0.02

---

Density functional theory data (the ωB97M-V functional and the def2-TZVPD basis) for 2 unconnected molecules or ions with the total composition CHF2NO2S in a non-equilibrium geometry.

Values from the calculation:
HOMO-LUMO gap = 10.28 eV
Highest occupied orbital energy = -11.59 eV
Energy = -22907.1412 eV
E_LUMO = -1.3 eV

Geometry as XYZ:
```
8
Properties=species:S:1:pos:R:3:forces:R:3
C -1.217677 0.711480 -0.150446 -0.5869 -0.3932 0.4950
N 2.002261 -0.563046 0.684385 1.9552 -2.5634 -1.7913
O -1.003652 1.712516 -0.729431 0.5028 -0.7858 1.1420
O 0.133124 -0.805690 -0.999838 3.3795 -2.1187 -0.5434
F -2.260513 -0.068952 -0.410878 0.6620 0.2206 0.4742
F -0.617959 0.202560 1.002554 -1.3664 1.6226 -1.2032
S 1.513632 -1.273198 -0.559233 -3.2678 2.6772 0.7387
H 1.450785 0.084328 1.162888 -1.2784 1.3408 0.6880
```
Forces are in eV/Å.

Löwdin atomic charge list, values in e, 5 entries: -0.57, -0.26, 0.20, -0.52, 0.15

---

Density functional theory data (the ωB97M-V functional and the def2-TZVPD basis) for 2 unconnected molecules or ions with the total composition C3H6BrO2P in a non-equilibrium geometry.

Values from the calculation:
Spin multiplicity = 3
HOMO-LUMO gap (alpha / beta) = 9.13 / 5.68 eV
Highest occupied orbital energy (alpha / beta) = -8.28 / -9.46 eV
Energy = -86631.2151 eV
E_LUMO (alpha / beta) = 0.8 / -3.8 eV
<S²> = 2.01

Geometry as XYZ:
```
13
Properties=species:S:1:pos:R:3:forces:R:3
C 0.291360 0.201826 0.313743 -1.4229 -0.8671 -0.1332
C -0.069371 2.526243 0.644226 -2.0268 0.8407 1.3107
C 0.634383 -2.418220 -0.550133 -2.4842 0.5307 3.2977
O -0.357926 -0.170709 1.283777 1.2690 0.6952 -1.2017
O 0.484754 1.475820 -0.074764 0.6766 -0.8664 -0.7103
P 0.838802 -0.810251 -1.193711 0.1066 1.8199 -0.8498
Br -2.745666 -1.039448 -2.132575 -0.0023 0.0048 0.0248
H -0.645207 2.072772 1.501333 1.0132 0.7720 -0.3146
H -0.929393 3.014065 0.050029 1.8022 -0.3373 0.4894
H 0.787060 3.195072 0.938020 -1.3408 -0.3662 -0.1882
H 1.563957 -2.590618 -0.091534 1.4346 -1.1137 0.5093
H 0.196006 -3.239058 -1.061182 0.0761 -0.4811 -0.9210
H -0.048758 -2.217493 0.372771 0.8985 -0.6314 -1.3131
```
Forces are in eV/Å.

Löwdin atomic charge list, values in e, 5 entries: -0.70, -0.09, -0.44, 0.00, -0.18